[1]
Here is the molecule C6H7N at a distorted geometry from OMol25. Energies are from wB97M-V/def2-TZVPD.

The geometry in XYZ format:
```
14
Properties=species:S:1:pos:R:3:forces:R:3
C -0.4954 -1.0432 1.0512 -0.0003 -0.0583 0.0467
C -0.4697 0.1333 0.0696 -0.0367 0.0331 0.0076
C 0.9413 0.7589 -0.0226 0.0579 0.0198 -0.0567
C 1.3095 1.4388 1.2228 0.2106 0.4645 0.8463
N 1.5615 1.9862 2.2101 -0.2288 -0.5528 -0.9372
C -0.9132 -0.2219 -1.2854 -0.1817 -0.0607 -0.4956
C -1.2696 -0.4277 -2.4173 0.1568 0.0518 0.4579
H 0.2189 -1.8182 0.7526 -0.1163 0.1138 -0.0060
H -0.2267 -0.6953 2.0545 -0.0347 -0.0497 -0.1574
H -1.4908 -1.4929 1.0969 0.1386 0.0830 -0.0250
H -1.1556 0.9062 0.4385 0.0911 -0.0736 -0.0510
H 1.6812 -0.0204 -0.2396 -0.1133 0.1218 0.0348
H 0.9802 1.4844 -0.8411 -0.0051 -0.0726 0.1414
H -1.5933 -0.5986 -3.4208 0.0620 -0.0202 0.1943
```
Forces are in eV/Å.

## Properties
LUMO energy: 0.8080 eV
energy above the lowest of the compared OMol25 structures with the same formula, charge and spin: 49.46 kcal per mole

[2]
Here is the molecule C5H12S at a distorted geometry from OMol25. Energies are from wB97M-V/def2-TZVPD.

The geometry in XYZ format:
```
18
Properties=species:S:1:pos:R:3:forces:R:3
C -1.4178 -1.3359 -0.5381 -0.3761 -0.3571 0.3847
C -0.7077 -0.0168 -0.2364 -0.1611 0.7540 0.6692
C -1.0926 0.4240 1.2445 -0.7709 0.0622 -1.6597
C 0.8253 -0.0512 -0.4925 0.1591 0.6109 0.3752
C 1.5392 1.3160 -0.2436 -1.3380 0.7489 1.0285
H -1.0865 -2.1196 0.2370 -0.8061 0.9252 -1.3858
H -2.5282 -1.1613 -0.5529 0.9160 -0.3044 0.6477
H -1.2517 -1.6601 -1.5715 0.5114 -0.2727 0.2656
H -1.1242 0.7595 -0.9431 0.4915 -0.5758 0.6841
H -0.5539 1.3555 1.4957 -0.4232 -0.4943 0.1685
H -0.8822 -0.3887 1.9644 -0.0623 0.5210 -0.3024
H -2.2186 0.6140 1.1845 1.5140 -0.1541 0.5092
H 0.9932 -0.2949 -1.5417 -0.1433 -0.1433 -0.0339
H 0.9198 2.1501 -0.6840 0.4892 -0.8108 0.2758
H 1.6534 1.5887 0.8612 -0.0860 -0.6452 -1.4570
H 2.5078 1.3715 -0.7248 0.2383 -0.1958 0.0200
H 2.8010 -1.1455 0.0483 1.5605 0.2553 -0.4912
S 1.6237 -1.4054 0.4930 -1.7130 0.0758 0.3015
```
Forces are in eV/Å.

## Properties
LUMO energy: 0.8617 eV
energy above the lowest of the compared OMol25 structures with the same formula, charge and spin: 3.72 kcal per mole

[3]
Here is a cluster of 4 separate species, C6H17NO3 in total at a distorted geometry from OMol25. Energies are from wB97M-V/def2-TZVPD.

The geometry in XYZ format:
```
27
Properties=species:S:1:pos:R:3:forces:R:3
C -0.4085 1.0129 -1.9874 -3.0486 -0.4873 1.3612
N -0.5508 0.4303 -0.6321 1.1779 1.5073 0.6848
C -0.0647 -0.8859 -0.4839 -0.9232 -1.2782 2.1721
C -0.4647 -1.6495 0.5908 0.3548 0.2413 -1.0416
C -1.4189 -1.1560 1.6373 -1.7032 0.5206 0.1598
C 0.7743 -2.6632 -1.9477 0.1929 -0.8799 -0.7531
C 0.8519 -1.4320 -1.4707 1.0162 0.0506 -0.5221
H 0.5375 1.2561 -2.2987 2.5841 0.4170 -0.6445
H -1.0106 1.9232 -2.0174 0.0222 -0.0173 0.0221
H -0.8694 0.3107 -2.6779 0.1099 0.0058 -0.1910
H -0.1711 1.0800 0.1264 -0.7808 -1.1009 -1.3651
H -0.1603 -2.7196 0.6720 0.1361 1.1650 -0.1705
H -1.5748 -1.9294 2.4399 0.2422 0.9364 -0.6917
H -2.4638 -0.9399 1.1769 1.5618 -0.4704 0.6258
H -1.1576 -0.1526 2.0806 -0.0172 -1.1875 -0.2647
H 1.4710 -3.1196 -2.6672 -0.1010 0.5733 0.4642
H -0.0371 -3.3254 -1.6766 -0.1906 0.1231 0.1227
H 1.6983 -0.7914 -1.7816 -0.5394 -0.2473 0.0112
H 1.4264 1.9198 1.4325 0.3505 -0.1719 -0.0861
H 0.5208 2.6921 2.3387 -0.2665 0.9558 2.4628
O 0.5768 2.3796 1.4770 -0.2569 -0.5979 -2.2527
H -1.6432 2.1909 1.4091 0.8290 0.4183 0.2443
H -2.3120 1.2491 0.4506 -0.2681 0.6683 0.8533
O -2.5095 1.8716 1.1984 -0.6316 -0.9170 -1.1417
H 2.6002 0.1311 0.7925 0.0939 0.5312 0.4267
H 3.4979 1.3340 0.6186 1.3360 0.8097 -1.1179
O 2.8618 0.9831 1.1998 -1.2806 -1.5681 0.6318
```
Forces are in eV/Å.

## Properties
LUMO energy: 0.2791 eV
energy above the lowest of the compared OMol25 structures with the same formula, charge and spin: 63.99 kcal per mole

[4]
Here is a cluster of 23 separate species, H46O23 in total at a distorted geometry from OMol25. Energies are from wB97M-V/def2-TZVPD.

The geometry in XYZ format:
```
69
Properties=species:S:1:pos:R:3:forces:R:3
O 4.1893 0.6838 0.0921 0.6038 -0.5430 -0.9089
H 3.7270 0.9372 0.8910 -0.2517 0.1107 0.4599
H 4.6429 1.4797 -0.1854 0.0400 0.2023 -0.2211
O -2.4165 -2.1905 -4.0288 -0.3783 0.3698 -0.3242
H -3.2299 -2.6933 -3.9873 -0.1738 -0.0931 -0.1566
H -1.8768 -2.5486 -3.3241 0.5016 -0.1901 0.4314
O 1.6720 5.5462 -0.8927 0.3472 0.1177 -0.0821
H 1.0992 4.8230 -0.6374 -0.2357 -0.3441 0.1442
H 1.2577 6.3239 -0.5189 -0.1143 0.1974 0.0320
O -2.5266 -3.0760 3.3685 -0.0433 0.4020 0.3740
H -1.8697 -3.7675 3.4494 0.2846 -0.3912 0.1631
H -3.2531 -3.3696 3.9182 -0.2936 -0.0242 0.1475
O -0.9220 1.6031 1.7192 -0.1473 -0.0872 0.4895
H -0.9373 1.0178 2.4764 0.2123 -0.5244 0.5206
H -1.5703 1.2354 1.1186 -0.2563 0.1199 -0.6936
O -2.1066 3.2231 -3.6739 -0.2516 0.2331 -0.0694
H -1.7327 2.7551 -2.9273 0.5043 -0.1414 0.3331
H -2.7080 2.5951 -4.0741 -0.1038 -0.1030 -0.2149
O 2.3973 -2.5066 4.6078 -0.0173 0.1898 0.3669
H 3.2755 -2.7329 4.3017 0.2593 -0.0470 -0.0107
H 1.8477 -2.5672 3.8264 -0.1221 -0.1935 -0.3548
O -4.5085 1.8738 1.2322 0.1339 0.0717 0.1987
H -5.4469 1.8266 1.0494 -0.2652 0.1007 -0.0656
H -4.1940 0.9787 1.1054 0.1405 -0.1754 -0.1847
O 2.3760 -0.1104 -2.3244 -0.4055 0.0707 -0.5245
H 1.6994 -0.5681 -1.8254 0.0058 -0.1851 0.2765
H 3.1505 -0.1411 -1.7628 0.1423 0.0167 0.1753
O -0.7597 -3.1482 -1.9889 -0.0781 0.0322 -0.1329
H -0.3046 -3.9836 -2.0951 0.1570 -0.2014 -0.1705
H -0.7408 -2.9828 -1.0463 0.0080 0.1340 0.4445
O -2.1407 -0.2987 0.0318 -0.0200 0.3130 0.3524
H -2.5198 -0.7127 -0.7435 -0.1842 -0.0661 -0.4327
H -2.4498 -0.8321 0.7640 -0.0077 -0.3282 0.1709
O 0.2971 1.9600 -1.8373 -0.8066 0.5640 -1.0307
H 0.6880 1.1261 -1.5764 0.3323 -0.0801 0.1918
H 0.7723 2.6172 -1.3289 0.1064 0.0148 0.2809
O -0.4705 0.6726 -5.4830 -0.0604 0.1992 -0.2206
H -0.4210 -0.2283 -5.8025 0.0371 -0.2452 -0.0361
H -0.8481 0.5961 -4.6067 -0.0087 0.0398 0.2681
O -0.4174 -0.7452 3.5640 -0.1843 0.4342 -0.1423
H 0.2266 -1.4309 3.3869 0.2482 -0.1495 -0.2764
H -1.0769 -1.1710 4.1116 -0.2460 -0.1361 0.1813
O -1.3021 3.7928 3.2326 0.1164 0.6898 0.5333
H -1.7502 3.3738 3.9674 -0.1395 0.0215 0.1685
H -1.1636 3.0865 2.6016 -0.1170 -0.2225 -0.4594
O -3.9296 -2.5821 -0.3473 0.0316 0.2002 0.0213
H -4.4060 -2.6227 0.4820 -0.2650 -0.0507 0.3094
H -4.5920 -2.7642 -1.0138 -0.0936 -0.0877 -0.3709
O 1.1412 -3.1393 2.0302 0.0693 0.0999 0.4315
H 0.5331 -3.3339 1.3170 -0.5238 0.1062 -0.3179
H 1.8870 -3.7187 1.8745 0.2725 -0.1408 -0.0415
O 2.5969 2.0888 -4.4812 0.3309 0.1119 -0.4041
H 1.8891 1.9324 -3.8561 -0.3403 -0.2485 0.3041
H 3.0470 2.8638 -4.1452 0.0466 0.1766 0.0744
O 1.0439 2.9966 0.6824 0.7095 0.5757 -0.2884
H 0.5169 2.4180 1.2334 -0.5754 -0.0699 0.0173
H 1.5797 3.4940 1.3002 0.2610 0.2077 0.0775
O 0.6457 0.0648 0.0062 0.6435 -1.0312 0.1321
H -0.2777 -0.1668 0.1058 -0.3964 -0.0113 -0.0742
H 0.8507 0.5760 0.7891 0.1778 0.1518 -0.0586
O 3.2829 1.3792 2.4653 -0.3673 0.1690 0.2978
H 3.0032 0.6437 3.0104 -0.1662 -0.2988 0.2043
H 3.9254 1.8443 3.0011 0.2321 0.2092 0.1044
O -1.6546 -3.4657 0.8995 1.0721 -0.2072 -0.3253
H -2.3635 -3.1869 0.3199 -0.4300 -0.1395 -0.4946
H -1.8440 -3.0367 1.7339 -0.1949 0.1682 0.1969
O 4.8811 -1.4504 -2.1140 0.0623 -0.1892 -0.1337
H 5.1060 -0.9624 -1.3219 0.0205 0.2983 0.4254
H 5.4833 -2.1944 -2.1166 0.1545 -0.1734 -0.0792
```
Forces are in eV/Å.

## Properties
LUMO energy: -1.1258 eV
energy above the lowest of the compared OMol25 structures with the same formula, charge and spin: 89.81 kcal per mole

Number 1: E -287.508414 hartree. Number 2: E -595.876099 hartree. Number 3: E -519.224769 hartree. Number 4: E -1758.078234 hartree.